No. 1
The following is a DFT calculation (ωB97M-V with the def2-TZVPD basis set) of a cluster of 4 separate species, H9NO3 in total at a distorted geometry.

Values from the calculation:
**HOMO energy**: -10.8 eV
**Total energy**: -285.8546 Eh
**Frontier orbital gap**: 11.426 eV
**Maximum force**: 1.551 eV/Å

Each line ends with the Mulliken charge.
Geometry (Å):
N -0.05475 -0.74325 -2.72163  -0.706
H -1.02219 -1.03723 -2.85604  0.249
H 0.08243 -0.64282 -1.72232  0.234
H -0.03244 0.20890 -3.09393  0.230
H 2.42332 -1.32285 -2.84839  0.345
H 2.82448 -2.65288 -3.24932  0.311
O 3.20783 -1.85559 -2.94018  -0.665
H -0.30185 -1.06052 1.06865  0.324
H -1.48116 -1.33537 2.08966  0.317
O -1.18064 -0.80585 1.36150  -0.641
H -2.07519 3.78388 4.41425  0.325
H -0.88773 4.06650 5.39156  0.318
O -1.50210 3.39708 5.10618  -0.643

Atoms 1-2, force components in eV/Å:
-0.167 0.449 -0.225
0.278 -0.124 0.117



No. 2
The following is a DFT calculation (ωB97M-V with the def2-TZVPD basis set) of a cluster of 4 separate species, H9NO3 in total at a distorted geometry.

Values from the calculation:
**HOMO energy**: -10.1 eV
**Total energy**: -285.8329 Eh
**Frontier orbital gap**: 10.787 eV
**Maximum force**: 5.655 eV/Å

Each line ends with the Mulliken charge.
Geometry (Å):
N 2.04638 0.72046 0.26809  -0.662
H 2.57135 0.21327 -0.43015  0.240
H 1.41709 1.44666 -0.11016  0.209
H 2.27998 0.66746 1.24813  0.170
H -2.15986 1.34114 2.17489  0.314
H -1.10748 0.96792 1.11821  0.284
O -1.33511 0.88784 2.00990  -0.614
H -1.09734 -0.61463 -0.58006  0.445
H -2.12257 -0.82321 -1.64151  0.244
O -2.04976 -0.47116 -0.82570  -0.641
H 0.92392 -0.93829 -0.61091  0.379
H 0.27101 -2.16063 -1.39655  0.340
O 0.36237 -1.23684 -1.22418  -0.707

Atoms 1-2, force components in eV/Å:
-1.116 0.090 -0.931
0.233 0.414 0.523



No. 3
The following is a DFT calculation (ωB97M-V with the def2-TZVPD basis set) of an isolated molecule of H9NSi3 at a distorted geometry.

Values from the calculation:
**HOMO energy (spin up / spin down)**: -4.6 / -10.5 eV
**Total energy**: -928.3790 Eh
**Frontier orbital gap (spin up / spin down)**: 5.092 / 6.542 eV
**Multiplicity**: 3
**Maximum force**: 2.505 eV/Å

Each line ends with the Löwdin spin population.
Geometry (Å):
N 0.04453 1.71982 0.87540  0.579
Si 1.95491 -0.74927 -0.13437  0.253
Si -1.88858 -0.62852 -0.43916  0.347
Si 0.18686 0.55472 -0.42922  0.521
H -0.24276 1.44966 1.78351  0.028
H -0.35446 2.66616 0.75169  0.032
H 3.14646 -0.93839 -0.91248  0.025
H 1.39448 -2.05622 -0.07612  0.012
H 2.67375 -0.72127 1.08650  0.034
H -3.24820 0.16018 -0.10472  0.020
H -2.41037 -1.60328 -1.47034  0.060
H -1.65003 -1.42172 0.66657  0.037
H 0.39340 1.56814 -1.59727  0.051

Atoms 1-2, force components in eV/Å:
-1.148 1.657 -0.503
0.078 -1.222 0.242



No. 4
The following is a DFT calculation (ωB97M-V with the def2-TZVPD basis set) of a cluster of 5 separate species, H9O4S in total at a distorted geometry.

Values from the calculation:
**HOMO energy**: -4.0 eV
**Total energy**: -704.6111 Eh
**Frontier orbital gap**: 7.933 eV
**Net charge**: -1
**Maximum force**: 1.662 eV/Å

Each line ends with the Mulliken charge.
Geometry (Å):
S -1.82821 -0.31126 -0.56991  -0.797
H -1.90790 -1.50031 -1.18426  -0.008
H 0.27584 -0.54837 -1.12005  0.173
H 1.10376 -1.07239 -2.28662  0.270
O 1.20520 -0.77468 -1.38495  -0.633
H -1.33711 0.77474 2.28878  0.335
H -0.27070 0.39099 1.26314  0.293
O -0.37805 0.78120 2.12464  -0.645
H 1.00519 -1.39018 1.84193  0.317
H 1.50021 -1.59825 0.44708  0.371
O 1.48876 -2.00115 1.32517  -0.664
H -0.38401 3.19444 -0.86184  0.273
H -0.58552 1.68265 -1.01590  0.299
O 0.11254 2.37257 -0.86721  -0.582

Atoms 1-2, force components in eV/Å:
-0.134 0.129 -0.011
0.020 0.021 -0.013



No. 5
The following is a DFT calculation (ωB97M-V with the def2-TZVPD basis set) of a cluster of 5 separate species, H9O5 in total at a distorted geometry.

Values from the calculation:
**HOMO energy**: -4.8 eV
**Total energy**: -381.6424 Eh
**Frontier orbital gap**: 8.595 eV
**Net charge**: -1
**Maximum force**: 1.174 eV/Å

Each line ends with the Mulliken charge.
Geometry (Å):
O -0.40711 1.13375 -2.88426  -0.778
H 0.27919 0.47457 -2.91667  0.254
O 2.05445 2.11564 -0.54116  -0.669
H 1.71758 2.02608 0.35852  0.298
H 1.31537 1.76647 -1.05280  0.374
O -1.34253 -0.50783 -1.15469  -1.114
H -2.21527 -0.12718 -1.02180  0.219
H -0.97901 0.60681 -2.16014  0.449
O 0.50029 -2.28831 3.06777  -0.685
H 0.43659 -3.01862 2.44977  0.283
H 0.16937 -1.54926 2.51090  0.455
O -0.77570 -0.46343 1.51174  -0.753
H -0.40731 0.41560 1.44361  0.264
H -0.95537 -0.66862 0.55518  0.404

Atoms 1-2, force components in eV/Å:
-0.767 0.037 0.888
0.565 -0.319 -0.361



No. 6
The following is a DFT calculation (ωB97M-V with the def2-TZVPD basis set) of a structure of composition HIP2S at a distorted geometry.

Values from the calculation:
**HOMO energy**: -8.7 eV
**Total energy**: -1379.1461 Eh
**Frontier orbital gap**: 7.016 eV
**Maximum force**: 3.864 eV/Å

Each line ends with the Mulliken charge.
Geometry (Å):
P 2.63423 -1.87481 -0.40299  0.217
P 1.65332 -0.25624 0.92190  -0.067
S 1.83469 -3.57705 0.07445  -0.218
I 2.49921 1.81794 -0.05425  -0.022
H 0.62554 -0.32471 -0.59350  0.090

Atoms 1-2, force components in eV/Å:
-0.291 -0.295 0.237
-1.992 -0.633 -3.250



No. 7
The following is a DFT calculation (ωB97M-V with the def2-TZVPD basis set) of an isolated molecule of HIP2S at a distorted geometry.

Values from the calculation:
**HOMO energy (spin up / spin down)**: -9.1 / -8.5 eV
**Total energy**: -1379.1368 Eh
**Frontier orbital gap (spin up / spin down)**: 7.190 / 5.846 eV
**Maximum force**: 1.215 eV/Å

Each line ends with the Mulliken charge.
Geometry (Å):
P 0.10698 0.05264 -1.02309  0.073
P -0.15928 -0.20689 1.08124  0.058
S -1.57624 -0.86083 -1.59248  -0.227
I 1.91939 -0.36951 2.22766  -0.016
H -0.29086 1.38459 -0.69333  0.111

Atoms 1-2, force components in eV/Å:
-0.034 0.318 -0.086
-0.714 -0.492 0.851



No. 8
The following is a DFT calculation (ωB97M-V with the def2-TZVPD basis set) of a cluster of 2 separate species, HN2O2S in total at a distorted geometry.

Values from the calculation:
**HOMO energy (spin up / spin down)**: -4.3 / -4.3 eV
**Total energy**: -658.6166 Eh
**Frontier orbital gap (spin up / spin down)**: 6.833 / 6.835 eV
**Net charge**: -1
**Maximum force**: 4.156 eV/Å

Each line ends with the Mulliken charge.
Geometry (Å):
N 1.85841 -0.83619 0.82494  -0.535
N 1.36957 -0.26235 1.77071  1.148
O 0.27661 0.32983 1.94347  -0.622
O 2.25970 -0.38794 2.73647  -0.648
S 0.25394 -0.66153 -1.25599  -0.487
H -0.40017 -0.54621 0.03172  0.145

Atoms 1-2, force components in eV/Å:
0.295 -1.240 -3.956
-1.008 1.581 3.474



No. 9
The following is a DFT calculation (ωB97M-V with the def2-TZVPD basis set) of a cluster of 2 separate species, HN2O2S in total at a distorted geometry.

Values from the calculation:
**HOMO energy (spin up / spin down)**: -13.6 / -13.0 eV
**Total energy**: -658.2015 Eh
**Frontier orbital gap (spin up / spin down)**: 5.026 / 3.316 eV
**Net charge**: +1
**Maximum force**: 5.667 eV/Å

Each line ends with the Mulliken charge.
Geometry (Å):
N 0.32038 0.18170 0.57219  -0.122
N -1.16898 0.72434 -2.10002  0.666
O -1.90793 0.60684 -2.92112  0.126
O 0.88953 -0.90057 0.86058  -0.040
S 1.46369 -1.40041 2.22342  0.134
H 0.40330 0.78809 1.36494  0.236

Atoms 1-2, force components in eV/Å:
-0.737 1.206 -1.466
-3.610 -0.570 -4.021



No. 10
The following is a DFT calculation (ωB97M-V with the def2-TZVPD basis set) of a cluster of 2 separate species, HN2O4 in total at a distorted geometry.

Values from the calculation:
**HOMO energy (spin up / spin down)**: -16.7 / -16.7 eV
**Total energy**: -410.4752 Eh
**Frontier orbital gap (spin up / spin down)**: 8.556 / 8.556 eV
**Net charge**: +1
**Maximum force**: 4.011 eV/Å

Each line ends with the Mulliken charge.
Geometry (Å):
N -2.13865 0.52329 0.12447  0.605
N -0.41534 -0.57015 -0.02480  0.546
O -0.21875 -1.74655 0.00215  -0.322
O 1.84076 -0.14483 0.27935  -0.265
O -1.88654 1.57738 0.05507  0.108
O 0.49788 0.33334 0.06116  -0.044
H 2.32063 0.02752 -0.49741  0.372

Atoms 1-2, force components in eV/Å:
-0.491 1.283 -0.049
-0.099 -4.008 0.089



No. 11
The following is a DFT calculation (ωB97M-V with the def2-TZVPD basis set) of a cluster of 2 separate species, HN2O5S2 in total at a distorted geometry.

Values from the calculation:
**HOMO energy (spin up / spin down)**: -6.0 / -6.1 eV
**Total energy**: -1282.5414 Eh
**Frontier orbital gap (spin up / spin down)**: 6.266 / 6.368 eV
**Net charge**: -1
**Maximum force**: 4.574 eV/Å

Each line ends with the Mulliken charge.
Geometry (Å):
N 1.24429 0.02174 -0.69672  -0.708
N 1.80993 -0.50318 0.35284  1.223
O -3.10414 0.45959 -0.17145  -0.591
O 2.09048 0.36616 1.19993  -0.559
O 2.17135 -1.67150 0.28710  -0.593
O -1.13412 0.26953 1.32949  -0.516
O -0.95818 1.43202 -0.79314  -0.667
S -0.99901 -1.53476 -0.82323  -0.086
S -1.64848 0.40296 -0.01960  0.977
H 0.52788 0.75744 -0.66522  0.521

Atoms 1-2, force components in eV/Å:
-2.222 -2.558 -3.074
0.881 0.871 0.700



No. 12
The following is a DFT calculation (ωB97M-V with the def2-TZVPD basis set) of an isolated molecule of HN2P at a distorted geometry.

Values from the calculation:
**HOMO energy**: -8.4 eV
**Total energy**: -451.3690 Eh
**Frontier orbital gap**: 8.159 eV
**Maximum force**: 4.819 eV/Å

Each line ends with the Mulliken charge.
Geometry (Å):
N -1.87744 0.04910 0.12246  0.398
N -0.68498 0.41460 -0.07108  -0.527
P -3.36245 -0.08927 -0.01181  -0.100
H 0.15778 0.06876 0.25194  0.229

Atoms 1-2, force components in eV/Å:
4.158 0.722 -0.692
-4.438 1.430 -1.216



No. 13
The following is a DFT calculation (ωB97M-V with the def2-TZVPD basis set) of a cluster of 2 separate species, HN3O2 in total at a distorted geometry.

Values from the calculation:
**HOMO energy**: -10.7 eV
**Total energy**: -315.2841 Eh
**Frontier orbital gap**: 10.660 eV
**Maximum force**: 2.395 eV/Å

Each line ends with the Mulliken charge.
Geometry (Å):
N 0.64272 -2.66873 -2.40386  0.072
N 0.87779 -2.96489 -1.36803  -0.068
N -0.56239 -0.60537 -1.16569  0.263
O -0.52672 -0.55611 -2.33017  -0.257
O -0.07289 0.57842 -0.50803  -0.410
H -0.26585 0.37308 0.43378  0.400

Atoms 1-2, force components in eV/Å:
0.881 -1.365 1.760
-0.314 0.345 -1.914



No. 14
The following is a DFT calculation (ωB97M-V with the def2-TZVPD basis set) of a cluster of 2 separate species, HN3O4 in total at a distorted geometry.

Values from the calculation:
**HOMO energy**: -10.6 eV
**Total energy**: -465.5050 Eh
**Frontier orbital gap**: 8.897 eV
**Maximum force**: 3.471 eV/Å

Each line ends with the Mulliken charge.
Geometry (Å):
N -0.10238 -0.45468 -0.85207  -0.605
N -0.65612 -1.19031 0.02248  1.242
N 1.65369 -0.93486 0.00655  0.987
O 0.14018 -2.02889 0.54300  -0.557
O -1.79200 -1.08067 0.39439  -0.621
O 2.30844 -1.49824 -0.76024  -0.376
O 1.68775 -0.25426 0.93870  -0.338
H -0.50932 0.34769 -1.41997  0.268

Atoms 1-2, force components in eV/Å:
2.107 1.558 -2.276
-0.869 0.719 0.111



No. 15
The following is a DFT calculation (ωB97M-V with the def2-TZVPD basis set) of a cluster of 2 separate species, HN3O4 in total at a distorted geometry.

Values from the calculation:
**HOMO energy (spin up / spin down)**: -9.4 / -9.4 eV
**Total energy**: -465.5147 Eh
**Frontier orbital gap (spin up / spin down)**: 7.562 / 7.564 eV
**Maximum force**: 2.733 eV/Å

Each line ends with the Mulliken charge.
Geometry (Å):
N -1.38088 -0.83554 -1.26483  0.408
N 0.18185 0.79883 -0.32636  -0.318
N 0.60604 -0.25019 0.26899  1.092
O -0.40317 1.68556 0.45977  -0.347
O 1.03295 -1.18561 -0.54408  -0.557
O 0.57674 -0.47020 1.47915  -0.712
O -0.56744 -1.51260 -1.47173  0.086
H -0.04609 1.76975 1.39909  0.347

Atoms 1-2, force components in eV/Å:
-0.955 1.548 0.531
0.310 -0.614 -1.477



No. 16
The following is a DFT calculation (ωB97M-V with the def2-TZVPD basis set) of an isolated molecule of HN3O5 at a distorted geometry.

Values from the calculation:
**HOMO energy**: -12.0 eV
**Total energy**: -540.7316 Eh
**Frontier orbital gap**: 11.239 eV
**Maximum force**: 6.044 eV/Å

Each line ends with the Mulliken charge.
Geometry (Å):
N -1.25119 0.12450 0.53794  -0.207
N -1.06496 1.46093 -0.02618  1.126
N -2.31320 -0.65724 -0.07500  1.126
O -1.94533 2.13963 0.33237  -0.477
O -0.13874 1.60141 -0.75025  -0.512
O -3.42287 -0.25747 0.07796  -0.513
O -2.00482 -1.66185 -0.64362  -0.559
O 0.06234 -0.72053 0.61824  -0.322
H 0.17175 -1.03564 -0.22923  0.338

Atoms 1-2, force components in eV/Å:
3.623 -3.351 2.111
0.017 -2.179 -0.749



No. 17
The following is a DFT calculation (ωB97M-V with the def2-TZVPD basis set) of a structure of composition HN3S at a distorted geometry.

Values from the calculation:
**HOMO energy**: -9.4 eV
**Total energy**: -562.9061 Eh
**Frontier orbital gap**: 9.211 eV
**Maximum force**: 6.119 eV/Å

Each line ends with the Mulliken charge.
Geometry (Å):
N 1.70118 0.32206 0.01767  -0.266
N 2.17489 0.90368 -1.35646  -0.214
N 0.42529 0.18355 -0.37058  0.055
S 0.63855 0.74948 -1.93810  0.164
H -0.27749 0.16196 0.33695  0.261

Atoms 1-2, force components in eV/Å:
1.500 2.585 -5.340
-1.140 -2.532 5.180



No. 18
The following is a DFT calculation (ωB97M-V with the def2-TZVPD basis set) of an isolated molecule of HNO3S3 at a distorted geometry.

Values from the calculation:
**HOMO energy**: -9.5 eV
**Total energy**: -1475.5498 Eh
**Frontier orbital gap**: 8.566 eV
**Maximum force**: 3.311 eV/Å

Each line ends with the Mulliken charge.
Geometry (Å):
N -0.85235 -1.32034 0.00533  -0.129
O 0.27809 2.26351 0.24558  -0.499
O 2.32243 1.15740 -0.58281  -0.501
O -1.79335 -2.95119 1.48621  -0.412
S -0.12560 -0.39634 -1.18524  0.042
S 1.13695 0.80904 0.20179  0.659
S -1.58072 -2.66163 0.12248  0.471
H 0.61455 3.09955 -0.29335  0.368

Atoms 1-2, force components in eV/Å:
0.244 -0.153 -0.510
0.623 0.862 -0.619



No. 19
The following is a DFT calculation (ωB97M-V with the def2-TZVPD basis set) of a cluster of 2 separate species, HNO4S in total at a distorted geometry.

Values from the calculation:
**HOMO energy**: -11.1 eV
**Total energy**: -754.3743 Eh
**Frontier orbital gap**: 9.757 eV
**Maximum force**: 3.926 eV/Å

Each line ends with the Mulliken charge.
Geometry (Å):
N 0.35245 0.46835 -1.16183  0.677
O -0.12303 -1.60265 2.16276  -0.353
O -0.38174 0.58414 1.13054  -0.512
O 0.02829 -0.68564 -1.11162  -0.541
O 0.76267 1.08401 -2.09238  -0.508
S -0.77210 -0.83798 1.17078  0.806
H 0.13347 0.98976 -0.09826  0.430

Atoms 1-2, force components in eV/Å:
-0.310 2.897 2.632
0.720 -0.713 0.585



No. 20
The following is a DFT calculation (ωB97M-V with the def2-TZVPD basis set) of an isolated molecule of HO2P at a distorted geometry.

Values from the calculation:
**HOMO energy**: -10.3 eV
**Total energy**: -492.3058 Eh
**Frontier orbital gap**: 9.351 eV
**Maximum force**: 2.357 eV/Å

Each line ends with the Mulliken charge.
Geometry (Å):
O 1.84943 0.78832 0.40821  -0.194
O 1.87342 -0.83719 0.35665  -0.204
P 0.96740 0.02471 -0.72204  0.343
H -0.33482 0.18718 -0.16018  0.055

Atoms 1-2, force components in eV/Å:
0.527 -1.801 0.406
-0.601 2.271 0.191